Arrangement w

This record from OMol25 describes 2 unconnected molecules or ions with the total composition C3H10NO2. The level of theory is ωB97M-V/def2-TZVPD.

Calculated values
Net charge = -1
Orbital gap = 0.2752 Ha
Molecular weight = 92.12 g/mol

Element x y z (Å)
C -0.0151 0.5522 0.9334
O -0.4690 1.4490 -0.0060
C 0.8213 -0.5773 0.2727
C 1.9020 -0.0691 -0.6784
N -0.0965 -1.4803 -0.5243
H 0.6015 1.0146 1.7314
H -0.8883 0.0297 1.3782
H 1.3363 -1.0850 1.1075
H 1.4278 0.5265 -1.4575
H 2.4504 -0.9039 -1.1174
H 2.6424 0.5222 -0.1269
H -0.9649 -0.9468 -0.5572
H -0.3093 -2.1978 0.1727
H -2.0501 1.0194 -0.5715
H -3.3595 1.2378 0.1423
O -3.0290 0.9085 -0.6991

=====

Arrangement x

This record from OMol25 describes 2 unconnected molecules or ions with the total composition C3H10NO2. The level of theory is ωB97M-V/def2-TZVPD.

Calculated values
Net charge = -1
Orbital gap = 0.2831 Ha
Molecular weight = 92.12 g/mol

Element x y z (Å)
C 0.0008 0.1704 1.1663
O -0.8669 -0.8592 1.2135
C 1.0199 0.2450 0.0155
C 0.3950 0.5860 -1.3115
N 1.8710 -0.9405 -0.1320
H -0.5281 1.1761 1.1355
H 0.6469 0.2900 2.0810
H 1.6814 1.0646 0.3386
H -0.4476 -0.0659 -1.5551
H 1.1298 0.5060 -2.1193
H -0.0256 1.5871 -1.2975
H 1.3021 -1.7013 -0.4866
H 2.2019 -1.2204 0.7852
H -2.0437 -0.5636 0.3353
H -3.4981 0.1263 0.1400
O -2.8387 -0.4005 -0.3088

=====

Stability check: which of them is least stable? arrangement w.

=====

Arrangement w

This record from OMol25 describes a single C23H30ClN3O3 molecule. The level of theory is ωB97M-V/def2-TZVPD.

Calculated values
Structure (SMILES) = CCCc1cc(C(=O)N2CCC[C@](Cc3cccc(Cl)c3)(C(=O)OCC)C2)n(C)n1
Orbital gap = 0.3486 Ha
Molecular weight = 431.96 g/mol

Element x y z (Å)
C -1.8493 -3.6403 1.0281
C -0.9257 -4.8503 0.9660
C -0.0812 -4.8705 -0.3153
C 0.7807 -3.6592 -0.4146
C 0.5362 -2.4915 -1.1476
C 1.6036 -1.6518 -0.8559
C 1.9503 -0.3242 -1.3853
O 3.0908 -0.0280 -1.7154
N 0.9147 0.5406 -1.5629
C 1.2474 1.8305 -2.1587
C 0.0780 2.7945 -2.0506
C -0.3289 3.0125 -0.5887
C -0.2283 1.7116 0.2205
C -1.3210 1.6087 1.3134
C -2.7093 1.4735 0.7586
C -3.5227 2.5863 0.5774
C -4.7916 2.4541 0.0396
C -5.2757 1.2101 -0.3229
C -4.4729 0.0986 -0.1221
Cl -5.0622 -1.4711 -0.5456
C -3.2041 0.2202 0.4162
C 1.1076 1.5456 0.9602
O 1.4068 0.5129 1.5077
O 1.8714 2.6283 0.9492
C 3.1712 2.5348 1.5446
C 4.2381 2.3460 0.4765
C -0.2760 0.5110 -0.7438
N 2.4036 -2.3419 -0.0114
C 3.5981 -1.8727 0.6278
N 1.9099 -3.5344 0.2726
H -2.4705 -3.6783 1.9204
H -1.2623 -2.7244 1.0578
H -2.5004 -3.6077 0.1566
H -0.2540 -4.8382 1.8260
H -1.5197 -5.7658 1.0104
H 0.5512 -5.7597 -0.3081
H -0.7384 -4.9125 -1.1864
H -0.2801 -2.2981 -1.8143
H 1.5176 1.6588 -3.2057
H 2.1300 2.2464 -1.6595
H -0.7666 2.4025 -2.6198
H 0.3622 3.7460 -2.5007
H -1.3575 3.3727 -0.5641
H 0.3066 3.7724 -0.1351
H -1.0904 0.7396 1.9331
H -1.2583 2.5030 1.9376
H -3.1711 3.5635 0.8752
H -5.4120 3.3270 -0.0959
H -6.2624 1.0995 -0.7435
H -2.6096 -0.6647 0.5785
H 3.3157 3.4739 2.0845
H 3.1728 1.6981 2.2499
H 4.0354 1.4567 -0.1175
H 4.2655 3.2075 -0.1866
H 5.2089 2.2367 0.9511
H -1.1742 0.5516 -1.3649
H -0.2803 -0.4143 -0.1694
H 3.3456 -1.1116 1.3694
H 4.0674 -2.7219 1.1190
H 4.2693 -1.4425 -0.1153

=====

Arrangement x

This record from OMol25 describes a single C23H30ClN3O3 molecule. The level of theory is ωB97M-V/def2-TZVPD.

Calculated values
Structure (SMILES) = CCCc1cc(C(=O)N2CCC[C@](Cc3cccc(Cl)c3)(C(=O)OCC)C2)n(C)n1
Orbital gap = 0.3577 Ha
Molecular weight = 431.96 g/mol

Element x y z (Å)
C 6.9784 -1.8719 0.1869
C 6.0654 -2.1831 1.3653
C 4.6674 -2.6097 0.9031
C 3.9713 -1.5136 0.1735
C 3.5050 -0.2945 0.6874
C 2.9562 0.3699 -0.3997
C 2.4209 1.7393 -0.5330
O 2.7780 2.4738 -1.4429
N 1.5680 2.1596 0.4367
C 1.0430 3.5085 0.3692
C -0.3838 3.4995 -0.1760
C -1.2657 2.5611 0.6477
C -0.6505 1.1632 0.7650
C -0.6270 0.3939 -0.5786
C -2.0081 0.1020 -1.0908
C -2.6800 1.0005 -1.9113
C -3.9682 0.7346 -2.3414
C -4.6077 -0.4330 -1.9652
C -3.9303 -1.3359 -1.1621
Cl -4.7068 -2.8112 -0.6969
C -2.6416 -1.0800 -0.7272
C -1.3995 0.2840 1.7655
O -0.9839 -0.7822 2.1411
O -2.5329 0.8366 2.1835
C -3.3130 0.1088 3.1383
C -4.2554 -0.8740 2.4623
C 0.7991 1.2959 1.2916
N 3.1341 -0.4461 -1.4677
C 2.7156 -0.2231 -2.8216
N 3.7222 -1.5819 -1.1261
H 7.9643 -1.5714 0.5349
H 7.0871 -2.7467 -0.4500
H 6.5626 -1.0657 -0.4126
H 6.5004 -2.9874 1.9629
H 5.9798 -1.3007 2.0034
H 4.7466 -3.4686 0.2357
H 4.0720 -2.8964 1.7740
H 3.5834 0.0597 1.6954
H 1.7009 4.0894 -0.2790
H 1.0604 3.9331 1.3784
H -0.3588 3.1860 -1.2203
H -0.7926 4.5101 -0.1419
H -2.2619 2.4931 0.2094
H -1.3772 2.9734 1.6531
H -0.0701 0.9781 -1.3121
H -0.0982 -0.5470 -0.4103
H -2.1911 1.9099 -2.2271
H -4.4802 1.4415 -2.9767
H -5.6119 -0.6467 -2.2947
H -2.1273 -1.8001 -0.1093
H -2.6355 -0.4189 3.8173
H -3.8693 0.8738 3.6841
H -3.6895 -1.6641 1.9775
H -4.9101 -1.3184 3.2064
H -4.8590 -0.3642 1.7152
H 1.2504 0.3069 1.3523
H 0.7766 1.7314 2.2973
H 1.6680 -0.5068 -2.9566
H 2.8431 0.8296 -3.0703
H 3.3341 -0.8401 -3.4699

=====

Stability check: which of them is least stable? arrangement w.

=====

Arrangement w

This record from OMol25 describes a single H5N3S molecule. The level of theory is ωB97M-V/def2-TZVPD.

Calculated values
Structure (SMILES) = NN(N)S
Orbital gap = 0.3711 Ha
Molecular weight = 79.13 g/mol

Element x y z (Å)
N -0.6315 -0.6648 0.9860
N -0.1122 -0.2631 -0.2007
N 1.4857 -0.0150 0.0636
S -0.8737 0.9894 -1.1085
H -0.9988 0.0454 1.6117
H -1.2541 -1.4535 0.8705
H 1.8088 0.4178 -0.7988
H 1.5253 0.6974 0.7928
H -0.9495 0.2464 -2.2166

=====

Arrangement x

This record from OMol25 describes 2 unconnected molecules or ions with the total composition H5N3S. The level of theory is ωB97M-V/def2-TZVPD.

Calculated values
Orbital gap (spin up / spin down) = 0.3243 / 0.3228 Ha
Molecular weight = 79.13 g/mol

Element x y z (Å)
N 1.3460 0.3587 0.6424
N -1.5652 0.0237 0.5630
N 0.2769 0.3266 -0.1661
S 0.3553 -1.0584 -1.1876
H 1.1848 1.0367 1.3056
H 1.6246 -0.6133 0.9809
H -1.9392 0.9132 0.2610
H -1.7710 -0.7297 -0.2108
H 0.4877 -0.2576 -2.1884

=====

Stability check: which of them is least stable? arrangement x.

=====

Arrangement w

This record from OMol25 describes 2 unconnected molecules or ions with the total composition C3H7NO3S. The level of theory is ωB97M-V/def2-TZVPD.

Calculated values
Net charge = -2
Orbital gap = 0.2099 Ha
Molecular weight = 137.16 g/mol

Element x y z (Å)
O -1.8716 -0.7241 0.6823
C -1.2571 -0.4669 -0.4040
O -1.5438 -0.8882 -1.5412
C 0.1745 0.2155 -0.1182
C 0.1926 1.7262 0.0594
S 0.8522 2.8883 -1.2629
N 1.1312 -0.2362 -1.1051
H 0.5365 -0.2789 0.8240
H -0.7943 2.1814 0.3101
H 0.9745 1.9437 0.8211
H 1.3950 0.6718 -1.6734
H 0.7897 -0.9708 -1.6276
H 0.4920 -2.0652 1.3366
H -0.9168 -1.6690 1.8420
O -0.1546 -2.3275 1.8571

=====

Arrangement x

This record from OMol25 describes 2 unconnected molecules or ions with the total composition C3H7NO3S. The level of theory is ωB97M-V/def2-TZVPD.

Calculated values
Net charge = -2
Orbital gap = 0.2160 Ha
Molecular weight = 137.16 g/mol

Element x y z (Å)
C 0.7878 -0.0865 0.7580
C 1.8427 0.9927 0.9861
S 3.1630 0.5089 2.1264
N -0.2013 0.3579 -0.2341
C -1.3982 -0.3734 -0.4563
O -1.5194 -1.5033 0.0514
O -2.2402 0.2477 -1.1973
H 1.2930 -0.9803 0.4050
H 0.2191 -0.2608 1.6746
H 1.3716 1.8865 1.4137
H 2.2289 1.3241 0.0119
H -0.3880 1.3285 -0.4056
H -2.0511 -0.5596 -3.8207
H -2.8886 -0.4150 -2.5845
O -2.9837 -0.5738 -3.5849

=====

Arrangement y

This record from OMol25 describes 2 unconnected molecules or ions with the total composition C3H7NO3S. The level of theory is ωB97M-V/def2-TZVPD.

Calculated values
Net charge = -2
Orbital gap = 0.2098 Ha
Molecular weight = 137.16 g/mol

Element x y z (Å)
O -1.8896 -0.3494 -0.7570
C -1.0502 0.5815 -0.5078
O -1.2016 1.8033 -0.5326
C 0.2727 -0.0009 0.1352
C -0.1042 -0.1642 1.6610
S 1.2947 -0.0004 2.8961
N 1.3389 0.9997 -0.0345
H 0.4848 -1.0298 -0.1433
H -0.8807 0.5596 1.9235
H -0.5483 -1.1439 1.8101
H 2.2206 0.6106 0.2985
H 1.2003 1.6936 0.6818
H 0.3363 -0.8806 -2.3482
H -1.1758 -1.2404 -2.3427
O -0.2979 -1.4388 -2.7400

=====

Stability check: which of them is least stable? arrangement w.

=====

Arrangement w

This record from OMol25 describes 2 unconnected molecules or ions with the total composition C3H3Br. The level of theory is ωB97M-V/def2-TZVPD.

Calculated values
Orbital gap (spin up / spin down) = 0.3390 / 0.1792 Ha
Molecular weight = 118.96 g/mol

Element x y z (Å)
C 1.8782 -0.8943 0.0371
C 0.8272 -0.2180 0.0166
C -0.3245 0.4086 0.0732
Br -3.8778 0.5794 0.0512
H 2.8630 -1.0704 -0.2742
H -0.6011 0.6851 1.0603
H -0.7650 0.5097 -0.9642

=====

Arrangement x

This record from OMol25 describes 2 unconnected molecules or ions with the total composition C3H3Br. The level of theory is ωB97M-V/def2-TZVPD.

Calculated values
Orbital gap (spin up / spin down) = 0.2885 / 0.3454 Ha
Molecular weight = 118.96 g/mol

Element x y z (Å)
C -0.5569 -0.7260 -0.1889
C 0.7548 -0.6897 -0.4471
C 0.1407 0.4689 0.2394
Br 0.4392 0.9931 2.0623
H -1.5300 -1.1179 -0.1254
H 1.5537 -1.3117 -0.9557
H -0.8013 2.3833 -0.5845

=====

Arrangement y

This record from OMol25 describes 2 unconnected molecules or ions with the total composition C3H3Br. The level of theory is ωB97M-V/def2-TZVPD.

Calculated values
Orbital gap = 0.3397 Ha
Molecular weight = 118.96 g/mol

Element x y z (Å)
C 0.1899 -0.9393 -0.1020
C -0.6187 -0.2003 0.6869
C 0.1175 0.5322 -0.3024
Br -0.7084 1.2568 -1.9724
H 0.7311 -1.9039 -0.2734
H -1.2562 -0.0451 1.5509
H 1.5448 1.2996 0.4124

=====

Stability check: which of them is least stable? arrangement x.

=====

Arrangement w

This record from OMol25 describes 4 unconnected molecules or ions with the total composition C8H22NO5. The level of theory is ωB97M-V/def2-TZVPD.

Calculated values
Net charge = -1
Orbital gap = 0.2445 Ha
Molecular weight = 212.27 g/mol

Element x y z (Å)
C 2.1203 -0.3689 -3.3525
C 1.1475 -0.6994 -2.0388
C 0.2622 0.6426 -1.7032
N 0.7267 1.2153 -0.3826
C 1.5952 2.4433 -0.5425
C -1.3580 0.3756 -1.5642
O -2.1492 1.4341 -1.2541
O -2.0140 -0.9465 -1.7108
H 2.3543 0.7971 -3.4431
H 3.1214 -0.9749 -3.2459
H 1.5800 -0.7750 -4.3341
H 0.4941 -1.6394 -2.3441
H 1.8726 -1.0410 -1.1847
H 0.4057 1.3816 -2.6014
H 1.2320 0.5143 0.2022
H 2.7389 2.2164 -0.2895
H 1.5933 2.9191 -1.6121
H 1.2248 3.2591 0.2462
C 0.3732 2.6952 3.6431
O 0.2350 3.0674 2.2841
H 0.3377 3.5941 4.2630
H -0.4458 2.0287 3.9244
H 1.3325 2.1925 3.7884
H 0.2702 2.2499 1.7588
C -3.9102 -3.5345 -0.5026
O -4.8302 -2.7796 -1.2694
H -4.3979 -4.4516 -0.1642
H -3.0447 -3.7908 -1.1187
H -3.5930 -2.9513 0.3655
H -4.3694 -1.9726 -1.5556
C 0.4784 -1.2019 2.6306
O 1.7396 -0.7487 2.1741
H -0.3069 -0.7053 2.0561
H 0.4044 -2.2825 2.4864
H 0.3633 -0.9561 3.6892
H 2.4160 -1.2063 2.7019

=====

Arrangement x

This record from OMol25 describes 4 unconnected molecules or ions with the total composition C8H22NO5. The level of theory is ωB97M-V/def2-TZVPD.

Calculated values
Net charge = -1
Orbital gap = 0.2508 Ha
Molecular weight = 212.27 g/mol

Element x y z (Å)
C -1.7504 0.7129 0.5641
C -1.8028 -0.1577 -0.7089
C -0.4957 -0.0168 -1.4743
C 0.7164 -0.4524 -0.6749
N 1.8655 0.4147 -1.0452
C 1.1162 -1.9229 -0.9157
O 1.7099 -2.4583 0.0748
O 0.8560 -2.4564 -2.0098
H -1.5568 0.1176 1.4496
H -0.9780 1.4569 0.4940
H -2.6972 1.2293 0.7117
H -2.6071 0.2164 -1.3352
H -2.0112 -1.1882 -0.4436
H -0.4939 -0.5995 -2.3887
H -0.4176 1.0255 -1.7863
H 0.5423 -0.3751 0.3969
H 2.5778 0.1672 -0.3663
H 1.6081 1.3704 -0.8188
C -3.7960 -1.3487 -3.9860
O -2.9290 -0.2237 -3.9590
H -3.5320 -1.9854 -3.1460
H -4.8423 -1.0400 -3.8860
H -3.6717 -1.9156 -4.9135
H -3.1542 0.3417 -4.7006
C 4.4838 -0.4614 2.5667
O 3.2186 -0.3953 1.9344
H 5.0506 0.4215 2.2768
H 4.3805 -0.4733 3.6581
H 5.0301 -1.3542 2.2477
H 2.7177 -1.1827 2.1742
C 0.1464 1.8291 3.5961
O -0.3850 2.6005 2.5240
H -0.6081 1.1012 3.8832
H 1.0497 1.2990 3.2816
H 0.3761 2.4637 4.4587
H 0.2833 3.2396 2.2662

=====

Stability check: which of them is least stable? arrangement w.